{"formula": "C44H36Cl3N5O2PS2Se2SiYb", "method": "wB97M-V/def2-TZVPD", "e_homo_ev": [-1.5, -1.5], "fmax_ev_per_a": 2.89, "total_energy_ev": -296389.9507, "charge": -2, "spin_multiplicity": 2, "s2": 0.76, "e_lumo_ha": [0.1403, 0.1177], "de_lowest_ev": 0.000, "elements": ["Yb", "Se", "P", "Se", "C", "C", "C", "C", "C", "C", "C", "C", "C", "C", "C", "C", "H", "H", "H", "H", "H", "H", "H", "H", "H", "H", "N", "C", "N", "C", "N", "C", "C", "N", "C", "C", "N", "H", "H", "H", "H", "H", "Cl", "C", "C", "C", "C", "C", "Cl", "C", "S", "H", "H", "H", "Cl", "C", "C", "O", "O", "H", "H", "S", "C", "C", "C", "C", "C", "C", "H", "H", "H", "H", "H", "C", "C", "C", "C", "C", "C", "Si", "C", "C", "C", "C", "C", "C", "H", "H", "H", "H", "H", "H", "H", "H", "H", "H", "H"], "xyz": [[-0.545, -0.017, -0.603], [-1.995, -2.624, -1.397], [-0.243, -3.811, -0.744], [0.992, -2.934, 0.824], [0.635, -4.124, -2.253], [2.008, -4.011, -2.315], [2.672, -4.258, -3.514], [1.968, -4.664, -4.641], [0.599, -4.776, -4.566], [-0.081, -4.498, -3.389], [-0.713, -5.463, -0.184], [-2.045, -5.871, -0.130], [-2.329, -7.181, 0.145], [-1.299, -8.078, 0.474], [0.034, -7.618, 0.605], [0.316, -6.311, 0.257], [2.568, -3.768, -1.394], [3.775, -4.274, -3.546], [2.499, -4.881, -5.578], [0.059, -5.077, -5.452], [-1.175, -4.594, -3.339], [-2.840, -5.193, -0.427], [-3.345, -7.523, 0.250], [-1.545, -9.098, 0.679], [0.815, -8.332, 0.930], [1.322, -5.892, 0.364], [4.275, 0.517, 0.026], [3.090, 0.596, 0.657], [2.113, 0.282, -0.172], [2.771, -0.058, -1.329], [4.096, 0.107, -1.237], [2.116, -0.428, -2.538], [2.922, -0.585, -3.695], [2.379, -0.616, -4.906], [1.046, -0.570, -4.914], [0.248, -0.611, -3.791], [0.812, -0.568, -2.584], [5.228, 0.639, 0.411], [3.006, 0.777, 1.735], [4.000, -0.595, -3.617], [0.608, -0.577, -5.910], [-0.816, -0.863, -3.854], [-1.983, -1.563, 2.159], [-3.237, -0.624, 2.917], [-3.684, -1.079, 4.128], [-4.697, -0.421, 4.803], [-5.253, 0.710, 4.260], [-4.791, 1.213, 3.027], [-5.528, 2.649, 2.443], [-3.732, 0.560, 2.302], [-3.165, 1.067, 0.773], [-3.263, -1.983, 4.578], [-5.046, -0.806, 5.776], [-6.009, 1.298, 4.794], [-4.060, -0.260, -4.404], [-3.549, 1.311, -3.694], [-2.034, 1.281, -3.305], [-1.224, 1.463, -4.200], [-1.798, 0.971, -2.082], [-4.265, 1.444, -2.881], [-3.697, 2.015, -4.510], [0.864, 2.800, -1.563], [0.357, 4.295, -2.206], [1.378, 5.240, -2.446], [1.097, 6.394, -3.161], [-0.174, 6.638, -3.637], [-1.188, 5.751, -3.359], [-0.969, 4.620, -2.593], [2.357, 4.968, -2.084], [1.896, 7.128, -3.344], [-0.372, 7.516, -4.254], [-2.188, 5.943, -3.774], [-1.756, 3.922, -2.340], [1.472, 6.169, 2.280], [1.846, 5.124, 1.474], [1.282, 3.866, 1.675], [0.375, 3.640, 2.727], [0.035, 4.692, 3.564], [0.582, 5.969, 3.345], [-0.269, 1.845, 2.894], [0.867, 0.959, 4.229], [2.177, 1.440, 4.462], [2.999, 0.811, 5.374], [2.540, -0.263, 6.128], [1.228, -0.708, 5.955], [0.415, -0.139, 4.980], [1.842, 7.182, 2.080], [2.578, 5.265, 0.673], [1.594, 3.050, 0.993], [-0.626, 4.548, 4.430], [0.343, 6.807, 3.996], [-1.564, 2.013, 3.641], [2.526, 2.351, 3.956], [4.017, 1.161, 5.488], [3.206, -0.761, 6.848], [0.831, -1.517, 6.514], [-0.586, -0.537, 4.827]]}